# C9H32O9

7 unconnected molecules or ions with the total composition C9H32O9 (ωB97M-V/def2-TZVPD, the Open Molecules 2025 dataset).

Computed properties:
LUMO energy (spin up / spin down) ... -0.111 / -0.345 Ha
Multiplicity ... 2
Net charge ... +1
Orbital gap (spin up / spin down) ... 0.30448 / 0.07032 hartree

CARTESIAN COORDINATES (ANGSTROEM)
C  5.867  -26.266  17.209
O  7.331  -26.122  17.240
C  8.093  -27.324  17.180
C  7.759  -28.423  16.224
O  6.487  -28.987  16.247
C  6.365  -30.193  17.128
H  5.486  -26.673  16.272
H  5.593  -25.223  17.369
H  5.436  -26.785  18.064
H  8.127  -27.736  18.189
H  9.125  -27.041  16.972
H  8.514  -29.203  16.324
H  7.832  -28.021  15.213
H  5.322  -30.312  17.423
H  6.996  -30.083  18.010
H  6.685  -31.082  16.585
C  3.015  -25.002  10.049
O  3.619  -24.799  11.305
C  2.993  -25.599  12.354
C  3.673  -25.405  13.697
O  3.587  -24.047  14.076
C  3.271  -23.752  15.393
H  2.753  -26.047  9.887
H  3.580  -24.572  9.222
H  1.990  -24.630  10.011
H  2.960  -26.669  12.149
H  1.971  -25.275  12.551
H  4.715  -25.713  13.614
H  3.165  -26.069  14.396
H  2.288  -24.153  15.641
H  3.302  -22.678  15.577
H  4.037  -24.169  16.048
O  4.368  -22.182  11.844
H  3.892  -22.971  11.584
H  5.177  -22.509  12.237
O  2.236  -21.438  13.634
H  2.176  -22.374  13.830
H  2.988  -21.364  13.047
O  1.803  -29.575  10.696
H  1.735  -30.496  10.950
H  2.052  -29.122  11.501
O  1.988  -25.923  6.775
H  1.959  -26.815  7.122
H  1.190  -25.843  6.253
C  4.872  -24.706  6.814
O  3.764  -23.882  6.583
H  5.701  -24.118  6.420
H  5.100  -25.035  7.828
H  4.917  -25.577  6.161
H  2.972  -24.421  6.527

So, what does the Löwdin scheme give us? The charges, in e, come out as:
1. C 0.03
2. O 0.02
3. C -0.11
4. C -0.18
5. O -0.10
6. C 0.03
7. H 0.11
8. H 0.10
9. H 0.12
10. H 0.17
11. H 0.16
12. H 0.16
13. H 0.16
14. H 0.10
15. H 0.10
16. H 0.11
17. C -0.09
18. O -0.19
19. C -0.16
20. C -0.20
21. O -0.20
22. C -0.11
23. H 0.08
24. H 0.08
25. H 0.10
26. H 0.12
27. H 0.14
28. H 0.12
29. H 0.12
30. H 0.11
31. H 0.10
32. H 0.06
33. O -0.04
34. H 0.00
35. H 0.05
36. O -0.05
37. H -0.01
38. H 0.00
39. O -0.05
40. H 0.03
41. H 0.01
42. O -0.03
43. H 0.06
44. H 0.06
45. C -0.20
46. O -0.12
47. H 0.08
48. H 0.06
49. H 0.08
50. H 0.02

=====

# C9H34O9

8 unconnected molecules or ions with the total composition C9H34O9 (ωB97M-V/def2-TZVPD, the Open Molecules 2025 dataset).

Computed properties:
LUMO energy ... 0.010 Ha
Multiplicity ... 1
Net charge ... 0
Orbital gap ... 0.38348 hartree

CARTESIAN COORDINATES (ANGSTROEM)
O  -2.329  2.883  -4.451
C  -2.767  4.090  -3.917
C  -2.630  5.092  -5.083
O  -2.888  6.417  -4.783
H  -1.837  2.431  -3.762
H  -3.798  3.957  -3.590
H  -2.162  4.264  -3.027
H  -3.329  4.755  -5.849
H  -1.644  5.009  -5.540
H  -2.725  6.931  -5.577
C  3.885  1.050  -5.888
O  4.595  0.456  -6.892
H  4.507  1.900  -5.609
H  2.969  1.552  -6.200
H  3.671  0.349  -5.081
H  4.178  -0.386  -7.088
C  1.222  -4.577  6.140
O  0.878  -5.748  5.474
H  1.637  -3.773  5.533
H  0.369  -4.080  6.603
H  1.930  -4.817  6.934
H  1.646  -6.210  5.130
C  -4.758  -6.216  1.966
O  -4.299  -5.206  2.817
H  -4.323  -7.167  2.274
H  -5.843  -6.313  1.935
H  -4.430  -5.954  0.960
H  -3.369  -5.367  2.989
C  4.048  4.059  3.762
O  4.464  3.805  5.096
H  3.825  5.126  3.755
H  4.883  3.896  3.080
H  3.256  3.394  3.418
H  3.677  3.789  5.645
C  7.516  -1.204  0.027
O  6.446  -0.256  -0.166
H  7.942  -1.281  1.028
H  7.158  -2.207  -0.203
H  8.342  -1.135  -0.681
H  6.780  0.590  -0.473
C  0.007  -1.061  0.973
O  0.601  -0.156  0.063
H  -0.980  -1.355  0.617
H  0.618  -1.958  1.070
H  -0.177  -0.686  1.980
H  1.548  -0.147  0.219
C  -7.686  0.300  0.756
O  -8.905  -0.015  0.137
H  -7.234  -0.569  1.235
H  -7.025  0.704  -0.011
H  -7.867  1.120  1.452
H  -9.594  -0.072  0.803

So, what does the Löwdin scheme give us? The charges, in e, come out as:
1. O -0.07
2. C -0.25
3. C -0.27
4. O -0.06
5. H 0.09
6. H 0.12
7. H 0.12
8. H 0.12
9. H 0.12
10. H 0.09
11. C -0.21
12. O -0.10
13. H 0.08
14. H 0.07
15. H 0.08
16. H 0.08
17. C -0.19
18. O -0.11
19. H 0.07
20. H 0.08
21. H 0.08
22. H 0.08
23. C -0.18
24. O -0.12
25. H 0.08
26. H 0.08
27. H 0.07
28. H 0.07
29. C -0.17
30. O -0.13
31. H 0.08
32. H 0.07
33. H 0.08
34. H 0.07
35. C -0.16
36. O -0.12
37. H 0.07
38. H 0.07
39. H 0.07
40. H 0.07
41. C -0.18
42. O -0.12
43. H 0.08
44. H 0.07
45. H 0.07
46. H 0.07
47. C -0.18
48. O -0.12
49. H 0.08
50. H 0.08
51. H 0.08
52. H 0.07

=====

# C9H34O9

8 unconnected molecules or ions with the total composition C9H34O9 (ωB97M-V/def2-TZVPD, the Open Molecules 2025 dataset).

Computed properties:
LUMO energy ... 0.014 Ha
Multiplicity ... 1
Net charge ... 0
Orbital gap ... 0.37533 hartree

CARTESIAN COORDINATES (ANGSTROEM)
O  -1.319  -2.802  -1.099
C  -1.003  -1.480  -1.261
C  -0.774  -0.614  0.060
O  -0.197  0.742  -0.056
H  -2.212  -2.990  -1.398
H  -0.078  -1.306  -1.810
H  -1.748  -0.888  -1.791
H  -0.132  -1.233  0.686
H  -1.692  -0.660  0.646
H  0.558  0.935  0.505
C  1.058  1.033  3.025
O  2.081  0.789  2.031
H  0.300  0.254  2.932
H  1.398  0.983  4.060
H  0.673  2.004  2.716
H  2.645  0.118  2.423
C  2.750  1.622  -1.125
O  3.888  1.449  -1.948
H  2.524  0.750  -0.511
H  2.737  2.461  -0.428
H  1.856  1.824  -1.715
H  3.828  0.650  -2.476
C  1.941  -3.888  -1.791
O  2.578  -2.828  -1.021
H  2.495  -4.824  -1.724
H  0.912  -4.016  -1.455
H  1.878  -3.697  -2.862
H  2.501  -3.134  -0.114
C  -3.094  2.015  3.351
O  -3.222  1.306  4.554
H  -2.772  1.420  2.496
H  -4.093  2.410  3.167
H  -2.404  2.859  3.382
H  -4.033  0.840  4.340
C  -2.274  -3.090  3.097
O  -0.961  -3.386  2.778
H  -2.870  -3.940  3.429
H  -2.243  -2.637  4.088
H  -2.952  -2.526  2.457
H  -0.750  -3.233  1.854
C  0.042  -0.002  -4.607
O  0.997  -1.093  -4.637
H  -0.044  0.385  -3.592
H  0.548  0.866  -5.030
H  -0.952  -0.186  -5.015
H  0.875  -1.528  -5.483
C  0.279  4.388  -0.999
O  -0.377  5.146  -0.055
H  1.214  4.909  -1.202
H  0.588  3.417  -0.610
H  -0.474  4.399  -1.787
H  -0.476  6.004  -0.475

So, what does the Löwdin scheme give us? The charges, in e, come out as:
1. O -0.03
2. C -0.27
3. C -0.18
4. O -0.08
5. H 0.10
6. H 0.10
7. H 0.12
8. H 0.09
9. H 0.10
10. H 0.02
11. C -0.12
12. O -0.14
13. H 0.07
14. H 0.08
15. H 0.09
16. H 0.08
17. C -0.18
18. O -0.10
19. H 0.06
20. H 0.08
21. H 0.06
22. H 0.08
23. C -0.14
24. O -0.13
25. H 0.07
26. H 0.06
27. H 0.07
28. H 0.06
29. C -0.18
30. O -0.11
31. H 0.07
32. H 0.08
33. H 0.08
34. H 0.07
35. C -0.20
36. O -0.10
37. H 0.07
38. H 0.08
39. H 0.08
40. H 0.06
41. C -0.14
42. O -0.13
43. H 0.06
44. H 0.07
45. H 0.08
46. H 0.07
47. C -0.18
48. O -0.13
49. H 0.08
50. H 0.05
51. H 0.09
52. H 0.08

=====

# C9H36BBrClINO13

11 unconnected molecules or ions with the total composition C9H36BBrClINO13 (ωB97M-V/def2-TZVPD, the Open Molecules 2025 dataset).

Computed properties:
LUMO energy ... 0.056 Ha
Multiplicity ... 1
Net charge ... -1
Orbital gap ... 0.22610 hartree

CARTESIAN COORDINATES (ANGSTROEM)
C  -0.928  -1.339  -1.791
C  0.473  -1.619  -2.383
N  1.286  -2.553  -1.625
B  1.950  -1.973  -0.364
C  3.620  -2.070  -0.653
C  4.307  -3.145  0.100
O  3.898  -4.154  0.391
Cl  6.078  -2.755  0.555
O  1.510  -2.546  0.928
C  0.709  -1.695  1.561
Br  0.496  -1.967  3.496
C  1.090  -0.246  1.053
C  2.055  0.631  1.881
I  3.678  -0.438  2.797
C  1.288  1.530  2.870
C  0.826  2.774  2.079
O  1.740  -0.509  -0.130
H  -1.002  -1.672  -0.756
H  -1.195  -0.286  -1.814
H  -1.646  -1.933  -2.348
H  1.005  -0.706  -2.613
H  0.283  -2.094  -3.360
H  0.790  -3.417  -1.443
H  3.750  -2.335  -1.700
H  4.127  -1.121  -0.508
H  -0.319  -1.811  1.210
H  0.135  0.294  1.013
H  2.512  1.301  1.171
H  0.387  1.047  3.235
H  1.926  1.827  3.694
H  1.712  3.307  1.756
H  0.358  2.397  1.172
H  0.152  3.391  2.637
O  -3.940  -0.503  -1.693
H  -3.926  -0.663  -0.742
H  -4.688  -1.023  -2.009
O  -0.526  5.312  1.694
H  -0.338  5.416  0.754
H  -0.823  6.187  1.979
O  3.157  5.328  2.163
H  2.228  5.106  2.304
H  3.615  4.889  2.889
O  -1.375  -5.029  3.658
H  -1.389  -5.326  4.574
H  -0.834  -4.226  3.678
O  0.006  -2.100  -5.990
H  0.180  -2.571  -6.812
H  0.881  -1.880  -5.649
O  -5.091  -1.969  -3.868
H  -4.921  -2.444  -4.690
H  -4.207  -1.755  -3.540
O  -1.540  1.429  -3.353
H  -1.660  1.593  -4.295
H  -2.247  0.811  -3.125
O  -2.172  6.994  3.508
H  -2.209  7.666  4.198
H  -2.759  6.296  3.820
O  -3.820  -4.268  -5.868
H  -3.765  -4.681  -4.998
H  -3.531  -4.953  -6.481
O  -0.189  3.148  5.146
H  -0.737  3.133  5.938
H  -0.428  3.970  4.702

So, what does the Löwdin scheme give us? The charges, in e, come out as:
1. C -0.08
2. C -0.28
3. N 0.05
4. B -0.85
5. C -0.08
6. C -0.82
7. O 0.11
8. Cl 0.44
9. O -0.01
10. C -0.71
11. Br 0.70
12. C -0.39
13. C -0.65
14. I 0.90
15. C -0.31
16. C -0.11
17. O 0.00
18. H 0.06
19. H 0.04
20. H 0.05
21. H 0.10
22. H 0.08
23. H 0.10
24. H 0.10
25. H 0.07
26. H 0.07
27. H 0.14
28. H 0.07
29. H 0.08
30. H 0.07
31. H 0.05
32. H 0.08
33. H 0.02
34. O -0.05
35. H 0.06
36. H 0.01
37. O -0.06
38. H 0.05
39. H 0.01
40. O -0.07
41. H 0.00
42. H 0.04
43. O -0.09
44. H 0.02
45. H -0.07
46. O -0.07
47. H 0.03
48. H 0.03
49. O -0.06
50. H 0.02
51. H 0.02
52. O -0.06
53. H 0.03
54. H 0.01
55. O -0.05
56. H 0.04
57. H 0.05
58. O -0.06
59. H 0.04
60. H 0.04
61. O -0.04
62. H 0.04
63. H 0.03

=====

Calculated ΔE to the lowest compared entry with this formula, charge and spin (kcal/mol), listed in the same order as above: 0.0; 45.1; 58.8; 9.2
Calculated largest force on an atom (eV Å⁻¹), listed in the same order as above: 3.11; 2.08; 4.46; 5.69